16
Properties=species:S:1:pos:R:3:nbo_charge:R:1 method="wB97M-V/def2-TZVPD" homo_lumo_gap_ev=8.99 e_tot_ev=-10338.918 e_above_lowest_kcal_mol=87.8
C 1.379 0.503 -0.286 0.7981
C -0.730 -1.155 1.504 -0.4099
C 3.111 -1.180 -0.647 -0.0255
C -0.842 -0.308 0.497 -0.0276
C -0.411 2.051 0.302 -0.4035
N 1.835 -0.880 -0.516 -0.6473
N 0.071 0.646 0.114 -0.4834
O 2.116 1.417 -0.425 -0.5599
H -1.678 -1.618 1.849 0.2132
H 0.154 -1.300 2.183 0.2192
H 3.243 -2.262 -0.822 0.1083
H -1.846 -0.175 0.033 0.1949
H -1.077 2.131 1.146 0.2031
H 0.396 2.709 0.358 0.2454
H -1.079 2.406 -0.443 0.1976
H 1.008 -1.532 -0.744 0.3775